C18H47AlBIO9P | wB97M-V/def2-TZVPD

## Properties
E in eV: -62520.3235
Total charge: -1
HOMO energy in eV: -5.027
Strongest force on any atom in eV/Å: 3.9
HOMO-LUMO gap in eV: 6.99

Each line ends with the Mulliken charge.
Geometry (Å):
O  0.30299  -4.87670  5.40446  -0.5376
B  0.07893  -3.45766  4.95426  0.6624
O  -0.71916  -3.33812  3.68269  -0.5900
Al  0.82213  -1.80670  5.92956  0.0325
O  2.47145  -1.90421  6.84072  -0.5578
C  2.38977  -0.63572  7.63798  -0.2775
C  0.84466  -0.03145  7.81870  0.1827
P  0.46269  1.05849  9.33875  0.0838
O  2.01378  1.71017  9.90012  -0.5221
I  -0.41291  -0.21691  11.24803  -0.1590
O  -0.03343  -1.21363  7.53326  -0.4823
H  0.85001  -5.25925  4.63245  0.2592
H  -1.33094  -2.54413  3.77933  0.2727
H  0.87151  -0.58834  4.92003  -0.2139
H  2.94322  -0.77657  8.66089  0.2654
H  2.89258  0.15831  6.93434  0.1645
H  0.52473  0.67725  6.91482  0.0688
H  1.81926  2.30428  10.70406  0.3158
C  1.79232  -0.00555  0.10407  -0.8230
C  1.02954  -0.41926  1.35241  -0.3219
O  -0.16686  0.32750  1.56010  -0.4865
C  -1.15162  0.24701  0.53204  0.4480
C  -1.65220  -1.16579  0.28407  -0.9867
H  2.04595  1.06071  0.14594  0.2826
H  2.71729  -0.58469  0.01253  0.4368
H  1.20735  -0.16638  -0.80350  0.0331
H  1.66488  -0.24302  2.22595  0.3658
H  0.80949  -1.49073  1.34309  0.2271
H  -0.77189  0.69967  -0.38986  -0.1291
H  -1.99476  0.86831  0.85595  0.1187
H  -0.85244  -1.83115  -0.04921  0.3253
H  -2.43072  -1.16427  -0.48511  0.3164
H  -2.06927  -1.59076  1.20362  0.2018
C  -5.32614  3.08229  -0.42079  -1.4036
C  -4.29986  2.22456  -1.14355  0.1033
O  -4.41311  0.83447  -0.84857  -0.3203
C  -5.65280  0.21397  -1.18217  -0.3482
C  -5.98905  0.29260  -2.66164  -1.0210
H  -5.24403  2.94510  0.66431  0.3174
H  -5.17173  4.14089  -0.65504  0.4348
H  -6.34762  2.82351  -0.70600  0.2926
H  -3.29905  2.53225  -0.82498  0.3574
H  -4.34197  2.38620  -2.22460  0.0472
H  -6.45959  0.63089  -0.57041  0.3042
H  -5.56267  -0.84056  -0.89638  0.3607
H  -6.09818  1.32469  -3.00262  0.2456
H  -6.92826  -0.23038  -2.86685  0.4241
H  -5.19442  -0.16705  -3.25948  0.2311
C  6.63756  -1.37962  -4.03915  -1.0082
C  5.87478  -1.79333  -2.79081  -0.3961
O  4.67838  -1.04657  -2.58312  -0.3710
C  3.69362  -1.12706  -3.61119  0.1633
C  3.19304  -2.53986  -3.85916  -1.1548
H  6.89120  -0.31336  -3.99729  0.2834
H  7.56253  -1.95876  -4.13070  0.3808
H  6.05259  -1.54045  -4.94673  0.2607
H  6.51012  -1.61709  -1.91727  0.3381
H  5.65473  -2.86480  -2.80014  0.3158
H  4.07335  -0.67440  -4.53309  0.2768
H  2.85048  -0.50576  -3.28728  -0.0931
H  3.99280  -3.20522  -4.19243  0.3050
H  2.41452  -2.53834  -4.62834  0.3947
H  2.77597  -2.96483  -2.93960  0.2983
C  1.14748  2.36337  -4.41350  -1.2023
C  0.38470  1.94966  -3.16516  -0.0905
O  -0.81170  2.69642  -2.95747  -0.4446
C  -1.79646  2.61592  -3.98553  -0.4530
C  -2.29704  1.20312  -4.23350  -0.8238
H  1.40112  3.42962  -4.37163  0.3170
H  2.07245  1.78422  -4.50504  0.3278
H  0.56251  2.20254  -5.32107  0.3030
H  1.02004  2.12589  -2.29162  0.2803
H  0.16465  0.87818  -3.17448  0.2706
H  -1.41673  3.06858  -4.90743  0.3565
H  -2.63960  3.23722  -3.66162  0.3992
H  -1.49728  0.53776  -4.56678  0.3537
H  -3.07556  1.20464  -5.00269  0.4081
H  -2.71411  0.77816  -3.31395  0.0029